Entry 1:
The following is a DFT calculation (ωB97M-V with the def2-TZVPD basis set) of a structure of composition C30H30CsN2O6P3S.

Positions of all 73 atoms, in Å:
Cs: 1.068 1.683 0.179
C: -0.055 -1.288 -5.118
C: 1.192 -0.937 -4.622
C: 1.542 -1.226 -3.307
C: 0.644 -1.873 -2.462
C: -0.614 -2.208 -2.968
C: -0.962 -1.930 -4.280
P: 0.973 -2.227 -0.678
C: 0.742 -4.066 -0.739
C: 0.157 -4.665 0.373
C: -0.032 -6.044 0.429
C: 0.354 -6.839 -0.638
C: 0.934 -6.255 -1.760
C: 1.126 -4.881 -1.803
C: 2.770 -1.995 -0.500
C: 3.668 -3.039 -0.268
C: 5.004 -2.754 -0.011
C: 5.412 -1.424 0.011
C: 4.489 -0.409 -0.240
C: 3.124 -0.622 -0.503
H: -0.325 -1.049 -6.140
H: 1.905 -0.423 -5.257
H: 2.504 -0.925 -2.909
H: -1.341 -2.688 -2.320
H: -1.947 -2.198 -4.643
H: -0.157 -4.043 1.203
H: -0.487 -6.485 1.308
H: 0.199 -7.911 -0.603
H: 1.241 -6.868 -2.599
H: 1.582 -4.429 -2.677
H: 3.338 -4.074 -0.275
H: 5.708 -3.558 0.179
H: 6.449 -1.183 0.232
H: 4.861 0.616 -0.205
N: 0.448 5.994 2.720
C: 0.857 5.178 1.499
C: 1.442 6.158 0.483
P: 2.275 4.167 2.234
O: 1.516 3.260 3.331
O: 2.982 5.231 3.023
O: 2.916 3.344 1.177
P: -0.798 4.572 0.899
O: -1.323 3.811 2.213
O: -0.557 3.634 -0.235
O: -1.602 5.831 0.790
H: 1.317 6.258 3.209
H: -0.130 5.398 3.318
H: -0.126 6.775 2.395
H: 2.307 6.681 0.896
H: 0.673 6.863 0.157
H: 1.778 5.590 -0.384
H: 1.055 2.459 3.024
H: -1.173 2.840 2.289
C: -2.136 1.321 -1.839
C: -2.940 0.817 -0.674
C: -4.294 0.412 -0.844
C: -4.967 -0.071 0.231
C: -4.325 -0.170 1.488
C: -4.996 -0.694 2.626
C: -4.313 -0.775 3.802
C: -2.971 -0.342 3.899
C: -2.270 0.181 2.833
S: -0.601 0.681 2.981
C: -2.988 0.262 1.576
N: -2.333 0.749 0.482
H: -2.747 1.451 -2.735
H: -1.348 0.600 -2.078
H: -1.657 2.265 -1.576
H: -4.759 0.492 -1.819
H: -6.000 -0.397 0.144
H: -6.026 -1.020 2.538
H: -4.796 -1.176 4.688
H: -2.460 -0.415 4.851

Computed properties:
LUMO level = 3.95 eV
net charge = -2
orbital gap = 5.432 eV
HOMO energy = -0.0545 hartree


Entry 2:
The following is a DFT calculation (ωB97M-V with the def2-TZVPD basis set) of a cluster of 6 separate species, C30H30N6 in total.

Positions of all 66 atoms, in Å:
N: -1.152 -0.443 -2.568
C: -1.811 0.621 -2.007
C: -1.456 1.249 -0.840
C: -0.350 0.725 -0.206
C: 0.384 -0.354 -0.770
C: -0.084 -0.968 -1.942
H: -2.705 0.916 -2.538
H: -2.069 2.030 -0.413
H: -0.009 1.214 0.694
H: 1.278 -0.750 -0.312
H: 0.499 -1.725 -2.446
N: -5.704 -0.037 0.678
C: -4.721 0.840 0.363
C: -4.558 2.104 0.981
C: -5.436 2.470 2.001
C: -6.485 1.573 2.333
C: -6.525 0.319 1.705
H: -4.041 0.569 -0.431
H: -3.805 2.809 0.662
H: -5.306 3.412 2.511
H: -7.169 1.824 3.130
H: -7.149 -0.476 2.085
N: 3.020 4.156 -3.673
C: 1.758 3.779 -3.442
C: 1.256 2.496 -3.445
C: 2.172 1.429 -3.630
C: 3.507 1.790 -3.836
C: 3.908 3.141 -3.831
H: 1.062 4.589 -3.283
H: 0.196 2.315 -3.348
H: 1.865 0.393 -3.635
H: 4.310 1.068 -3.846
H: 4.945 3.401 -3.984
N: 4.836 -0.465 2.774
C: 5.147 0.555 3.634
C: 4.666 1.869 3.429
C: 4.015 2.157 2.261
C: 3.743 1.139 1.318
C: 4.140 -0.143 1.620
H: 5.752 0.195 4.452
H: 4.906 2.719 4.051
H: 3.672 3.160 2.053
H: 3.216 1.374 0.405
H: 4.101 -0.944 0.897
N: -1.163 -0.864 4.479
C: -1.741 0.109 3.722
C: -3.081 0.454 3.854
C: -3.831 -0.160 4.852
C: -3.213 -1.185 5.660
C: -1.864 -1.436 5.449
H: -1.013 0.570 3.070
H: -3.525 1.163 3.171
H: -4.885 0.054 4.944
H: -3.708 -1.722 6.456
H: -1.380 -2.220 6.013
N: 3.298 -5.529 -3.277
C: 3.276 -4.918 -4.471
C: 2.112 -4.272 -4.901
C: 0.967 -4.225 -4.081
C: 1.024 -4.905 -2.890
C: 2.204 -5.458 -2.485
H: 4.122 -5.042 -5.132
H: 2.025 -3.917 -5.917
H: 0.012 -3.826 -4.391
H: 0.164 -4.908 -2.237
H: 2.382 -5.861 -1.499

Computed properties:
2S+1 = 2
LUMO level (spin up / spin down) = 2.58 / 2.58 eV
net charge = -1
orbital gap (spin up / spin down) = 2.774 / 7.254 eV
HOMO energy (spin up / spin down) = -0.0071 / -0.1718 hartree


Number 1: total energy -3164.83674 Eh. Number 2: total energy -1489.61191 Eh.